19
Properties=species:S:1:pos:R:3:lowdin_spin:R:1 method="wB97M-V/def2-TZVPD" spin_multiplicity=3 total_charge=+1 s2=2.025
C 0.13860 -2.33140 0.40801 0.040
C -0.60778 -1.40773 -0.38989 0.326
O -1.99207 -1.51630 -0.26101 0.209
C -2.42461 -2.38411 0.70065 0.006
O -1.58524 -3.32515 0.94278 0.044
O -3.38600 -2.06810 1.38139 0.044
O 1.16250 -1.95243 1.10267 0.240
F 0.44343 -3.55107 -0.16551 0.034
H -0.18800 -1.32330 -1.39546 0.020
O 2.05964 0.90139 0.69667 0.181
C 1.39065 1.75191 0.08490 0.072
C 0.23559 1.64945 -0.74409 0.175
O -0.27670 2.96901 -0.78275 0.035
C 0.62285 3.80901 -0.28988 0.003
O 0.69486 4.98179 -0.48951 0.025
O 1.62713 3.07498 0.29650 0.028
Au 2.14885 -0.67504 1.09916 0.531
H -0.39636 0.21174 -0.46040 -0.007
H 0.33267 1.18535 -1.73422 -0.004



15
Properties=species:S:1:pos:R:3:mulliken_charge:R:1 method="wB97M-V/def2-TZVPD" e_above_lowest_kj_mol=233.6 spin_multiplicity=1 total_charge=+2
O 0.57606 -2.83185 -1.32411 0.087
C 0.60120 -1.74807 -1.34060 -0.141
Ca 0.57585 0.42554 -0.77475 2.071
O -2.24875 0.41267 -2.93686 0.106
C -1.31638 0.42649 -2.41215 -0.054
C 2.41468 0.46188 -2.39636 -0.138
O 3.33978 0.46981 -2.93770 0.100
C 0.53358 2.63692 -1.28738 -0.185
O 0.51562 3.71192 -1.34185 0.103
C -0.95227 -0.76642 3.19462 -1.003
C -0.59186 -0.47509 1.97023 0.886
N -0.24945 -0.14915 0.88701 -0.856
H -1.86819 -0.26493 3.47468 0.344
H -0.20543 -0.48517 3.91553 0.341
H -1.12443 -1.82456 3.30970 0.339



10
Properties=species:S:1:pos:R:3:mulliken_charge:R:1 method="wB97M-V/def2-TZVPD" e_above_lowest_kj_mol=84.3 spin_multiplicity=1
Cl 0.37957 -2.85275 0.69571 -0.187
C 0.16772 -1.19917 0.36633 0.152
C 0.36357 -0.16077 1.22756 -0.066
C 0.14532 1.10278 0.63724 -0.668
C -0.23632 1.04534 -0.65308 0.164
C -0.56772 0.40427 -1.80074 -0.754
C -0.30329 -0.69225 -1.08992 0.184
H 0.66903 -0.31175 2.25260 0.426
H 0.26868 2.03669 1.15573 0.381
H -0.88656 0.62761 -2.79145 0.368



18
Properties=species:S:1:pos:R:3:mulliken_charge:R:1 method="wB97M-V/def2-TZVPD" e_above_lowest_kj_mol=41.0 spin_multiplicity=1 total_charge=-2
K 0.15283 -2.29055 -0.44665 0.943
Cl -1.75179 -0.14872 -1.17463 -0.223
C -1.78280 -0.54722 -2.85980 0.614
C -2.99964 -0.92230 -3.39653 -0.778
C -3.09997 -1.25048 -4.73854 -0.245
C -1.96045 -1.20460 -5.52762 -0.713
C -0.74872 -0.83682 -4.97559 0.565
Cl 0.62900 -0.81355 -6.03530 -0.250
C -0.57879 -0.48520 -3.60927 -0.539
S 0.93240 -0.05456 -2.92806 -0.430
H -3.86443 -0.96686 -2.74751 0.354
H -4.04899 -1.55201 -5.16296 0.327
H -2.00767 -1.46387 -6.57762 0.352
O 0.36921 -5.30026 2.38342 -0.709
S -0.09121 -4.35466 1.36854 0.987
O 0.05765 -2.93370 1.80298 -0.791
O 0.66875 -4.47281 0.09068 -0.807
S -2.02652 -4.63539 0.93546 -0.655



12
Properties=species:S:1:pos:R:3:mulliken_charge:R:1 method="wB97M-V/def2-TZVPD" e_above_lowest_kj_mol=0.0 spin_multiplicity=1
C -0.18372 1.88239 0.15974 -0.822
C -0.39202 0.50721 -0.11774 0.288
C -1.71646 0.14038 -0.75505 -0.083
N -2.82869 -0.21654 -0.88201 -0.406
C 0.38902 -0.65371 0.23380 0.929
C 0.44347 -1.78056 -0.77341 0.102
N 0.56295 -2.36267 -1.75951 -0.352
C 1.75032 -0.47325 0.80172 -0.062
N 2.76553 -0.76603 1.51134 -0.423
H 0.70600 2.19840 0.77204 0.283
H -1.09547 2.63197 -0.12971 0.272
H -0.40094 -1.10759 0.93880 0.273



15
Properties=species:S:1:pos:R:3:mulliken_charge:R:1 method="wB97M-V/def2-TZVPD" e_above_lowest_kj_mol=0.0 spin_multiplicity=1
C -3.38775 -0.75097 0.33455 0.075
C -1.59696 0.07759 -0.13759 0.553
C 2.69443 0.85214 0.12420 -0.238
C 2.65979 -0.43340 -0.19295 -0.531
C 1.26981 1.34061 0.15150 0.490
C 1.23165 -0.92679 -0.27683 0.383
N -3.63780 0.13724 -0.52572 -0.288
N -2.42538 0.70021 -0.87909 -0.254
N 0.53052 0.20732 -0.14224 -0.079
O 0.90492 2.45250 0.46230 -0.530
O 0.88084 -2.06161 -0.37278 -0.539
O -2.08337 -0.84511 0.64435 -0.208
H -4.19636 -1.38668 0.71930 0.402
H 3.55956 1.57899 0.33532 0.338
H 3.59608 -0.94204 -0.24432 0.427



15
Properties=species:S:1:pos:R:3:mulliken_charge:R:1 method="wB97M-V/def2-TZVPD" e_above_lowest_kj_mol=209.6 spin_multiplicity=1
O 4.21864 1.60274 0.08320 -0.445
C 3.36460 0.79333 0.11731 0.509
N 1.97317 1.06400 0.32490 -0.439
C 1.23703 -0.05689 -0.04898 0.480
C -0.33388 0.10538 -0.14021 0.458
C -1.04371 1.25944 -0.31101 -0.421
N -2.34646 1.00598 -0.24465 -0.524
C -2.89705 -0.18995 0.00554 -0.158
C -2.05101 -1.36386 0.05208 -0.215
N -0.77742 -1.17279 0.10685 -0.355
S 1.91950 -1.72227 -0.01274 0.037
S 3.86024 -0.95646 -0.25993 -0.125
H -0.86991 2.32510 -0.40273 0.438
H -3.87453 -0.24616 0.29103 0.475
H -2.37922 -2.44759 0.43935 0.285



12
Properties=species:S:1:pos:R:3:mulliken_charge:R:1 method="wB97M-V/def2-TZVPD" e_above_lowest_kj_mol=324.9 spin_multiplicity=1 total_charge=-1
O 0.89781 1.60223 -1.91741 -0.460
C 1.11996 0.54725 -1.40901 -0.156
C 0.90014 -0.09809 -0.10718 0.304
C -0.22110 -0.87304 0.63847 -0.697
C 1.16113 -1.42909 0.61551 -0.485
C 0.85301 -0.21459 1.44566 0.012
C 0.68358 0.74259 2.92179 0.559
O 1.33511 0.32669 3.83281 -0.598
O -0.13660 1.59312 2.61219 -0.616
H 1.84360 -0.20524 -1.98403 0.132
H -1.22640 -0.92321 0.48607 0.515
H 1.59734 -2.35810 0.31762 0.491



61
Properties=species:S:1:pos:R:3:mulliken_charge:R:1 method="wB97M-V/def2-TZVPD" spin_multiplicity=1 total_charge=+2
C 1.71410 2.53252 -2.45790 -1.751
C 1.19399 1.21308 -1.88278 0.677
C 0.52912 1.43510 -0.52967 -0.087
C 0.89421 0.41430 0.50964 -0.121
C 0.05745 -0.36264 1.17637 -0.927
N 0.55702 -1.30447 2.15527 0.369
C 0.19955 -2.51668 1.97880 -0.650
N 0.15864 0.67415 -2.83992 0.106
H 2.17875 2.41170 -3.43179 0.461
H 2.37693 3.00166 -1.72928 0.416
H 0.90493 3.26796 -2.51779 0.408
H 2.03412 0.51825 -1.88432 0.128
H -0.56936 1.38107 -0.55400 -0.051
H 0.68246 2.40175 -0.00912 0.014
H 1.96913 0.30641 0.66294 0.442
H -1.02006 -0.27853 1.09343 0.784
H 0.92062 -0.93709 3.06733 0.261
H -0.30872 -2.76013 1.05922 0.374
H 0.35101 -3.27249 2.73937 0.440
H 0.33185 0.99654 -3.79509 0.453
H 0.10988 -0.35492 -2.93645 0.044
H -0.78521 0.99966 -2.61604 0.335
H -3.73988 0.66606 3.32731 0.298
H -4.93979 1.21283 2.81203 0.290
O -4.05739 0.99621 2.46762 -0.635
H -0.17704 -5.58578 -0.42890 0.300
H -1.62315 -5.08641 -0.83475 0.273
O -0.81009 -4.86312 -0.38191 -0.587
H -3.01736 1.47665 -1.17685 0.288
H -3.26907 0.81081 -2.69233 0.287
O -2.70794 0.90125 -1.91778 -0.638
H 1.38345 3.66009 4.70895 0.316
H -0.14259 3.21452 4.83907 0.326
O 0.70626 3.02098 4.44592 -0.655
H -0.02566 4.25254 1.24119 0.292
H 0.29604 5.00186 0.03558 0.311
O 0.63902 4.25163 0.53896 -0.645
H 4.18276 -1.52882 0.03788 0.276
H 3.06021 -2.13081 -0.83891 0.229
O 3.27785 -1.39957 -0.25114 -0.510
H -2.48355 -2.67404 3.37872 0.284
H -3.22235 -2.45904 2.02541 0.275
O -2.35600 -2.52442 2.43068 -0.527
H -2.33147 -2.25729 -2.31643 0.306
H -2.25462 -0.85586 -1.64794 0.316
O -2.02289 -1.79240 -1.52745 -0.623
H -0.31955 -2.23318 -1.28716 0.189
H 0.45695 -3.53098 -0.89636 0.324
O 0.58226 -2.60983 -1.18262 -0.454
H 0.63017 1.17276 4.53569 0.315
H 1.91531 0.47930 3.99253 0.270
O 0.97342 0.34811 4.14616 -0.664
H 4.95996 0.55197 -1.45636 0.308
H 5.33292 -0.78868 -2.11205 0.295
O 4.66969 -0.08156 -2.11906 -0.587
H 0.72487 -2.41212 -2.89723 0.423
H 1.26341 -2.12934 -4.30999 0.316
O 0.56665 -1.85170 -3.69614 -0.722
H -3.96551 2.95905 0.39796 0.298
H -3.39654 1.71930 1.05058 0.419
O -3.23916 2.33181 0.30086 -0.703



60
Properties=species:S:1:pos:R:3:mulliken_charge:R:1 method="wB97M-V/def2-TZVPD" e_above_lowest_kj_mol=511.4 spin_multiplicity=1
C -0.57119 -0.35456 -0.96309 -0.307
O -1.05451 -1.36140 -1.89831 -0.858
C 0.56494 -1.11734 -0.15901 1.179
C 0.16648 -1.42808 1.37837 -0.983
C -0.07179 -0.07557 2.10987 1.593
C -0.81230 -0.18824 3.47797 -1.887
C 1.22707 0.65163 2.43626 -1.769
H -1.40793 -0.02806 -0.41467 0.678
H -0.21992 0.49502 -1.55346 -0.259
H -1.24790 -2.20898 -1.50106 0.264
H 1.39552 -0.42228 -0.18521 -0.097
H 0.68205 -2.07302 -0.58515 -0.339
H -0.67114 -2.10736 1.34294 0.519
H 1.06373 -1.97223 1.77319 0.254
H -0.75480 0.56045 1.56778 -0.129
H -1.02507 0.85311 3.86096 0.369
H -0.23890 -0.77857 4.15373 0.420
H -1.85036 -0.52792 3.47870 0.426
H 1.86785 0.97490 1.66871 0.224
H 1.90791 0.08469 3.06824 -0.159
H 1.16521 1.49867 3.18083 0.557
H 1.59569 0.32930 -3.47207 0.500
H 0.49188 1.28853 -3.90563 0.271
O 1.40876 1.30687 -3.65250 -0.763
H -3.46891 0.26030 -3.23478 0.296
H -2.52811 -0.48954 -2.39949 0.335
O -3.26960 0.14727 -2.30108 -0.541
H 4.50319 1.73474 0.75792 0.299
H 3.19742 1.43992 0.01350 0.330
O 3.96698 1.01194 0.43021 -0.629
H -1.84956 4.52159 0.77699 0.315
H -0.88953 4.62199 1.81715 0.329
O -1.65426 5.12655 1.51533 -0.638
H -3.39460 2.60543 -1.46766 0.213
H -3.55192 2.33074 0.00146 0.301
O -2.91633 2.67303 -0.63848 -0.573
H 3.37702 -0.15329 2.30711 0.498
H 2.71554 -0.03219 3.65152 0.656
O 2.95440 -0.69859 2.99678 -0.666
H -4.68198 -0.05994 0.26556 0.314
H -5.46560 0.85279 -0.54924 0.313
O -5.07533 0.81236 0.33924 -0.652
H 3.84917 -2.82844 -1.33089 0.318
H 3.11075 -1.93490 -0.46950 0.254
O 2.90559 -2.65486 -1.07120 -0.701
H -0.94486 -3.98568 0.06952 0.386
H -2.38201 -4.38366 -0.50673 0.302
O -1.91944 -3.82052 0.16195 -0.640
H 1.88124 -1.83273 -2.63564 0.374
H 0.49047 -1.62423 -3.10155 0.352
O 1.39213 -1.35444 -3.30862 -0.770
H 1.23628 2.60114 -0.74455 0.309
H 1.80614 1.95457 -2.02442 0.336
O 1.96827 2.05109 -1.07559 -0.667
H -1.17622 2.87127 -0.58694 0.347
H -0.57236 4.29613 -1.01816 0.285
O -0.35010 3.41901 -0.69131 -0.680
H 1.10339 -5.04085 -0.10883 0.276
H 1.33906 -3.58401 -0.62226 0.307
O 0.68239 -4.25356 -0.42473 -0.592



62
Properties=species:S:1:pos:R:3:mulliken_charge:R:1 method="wB97M-V/def2-TZVPD" e_above_lowest_kj_mol=323.9 spin_multiplicity=1
C -0.56126 -0.64737 -0.97030 0.225
N -1.16330 -1.04095 0.36796 -0.405
C -0.18368 -2.03939 1.00306 0.341
C -0.05184 -2.04663 2.46867 -1.255
C 0.80022 -0.94679 3.17145 -0.027
O -0.00187 0.23717 3.45375 -0.654
C -1.70693 0.14918 -1.62654 0.321
C -1.32820 0.77306 -2.96562 -1.302
H -0.37141 -1.62552 -1.41053 0.241
H 0.33969 0.00616 -0.85824 -0.204
H -1.29968 -0.14450 0.90361 0.142
H -0.59016 -2.98462 0.65785 0.406
H 0.78608 -1.88537 0.49144 -0.088
H 0.38687 -3.00475 2.83108 0.402
H -1.03609 -2.03030 2.94443 0.332
H 1.13073 -1.15973 4.28327 0.295
H 1.62809 -0.63357 2.52671 0.003
H -0.31896 0.68470 2.65280 0.382
H -2.52515 -0.55506 -1.81584 0.657
H -2.11969 0.82912 -0.79032 -0.981
H -2.08579 1.51732 -3.30278 0.391
H -1.44033 -0.02478 -3.70521 0.280
H -0.30897 1.17789 -3.01124 0.123
H 2.71194 2.91934 -2.25373 0.340
H 1.88113 3.61456 -3.32445 0.279
O 2.08977 3.64318 -2.40784 -0.680
H 0.64378 -3.75969 -2.69076 0.381
H 1.38192 -3.09769 -1.61097 0.302
O 0.87447 -3.89667 -1.76181 -0.727
H 2.25515 1.64124 1.75343 0.325
H 1.28450 2.21575 0.71766 0.260
O 1.74039 1.41606 0.96819 -0.466
H -1.82555 -2.93957 -0.79933 0.348
H -0.72621 -3.75376 -1.39888 0.529
O -1.70832 -3.79298 -1.26432 -0.850
H -2.21737 -2.83280 -2.61050 0.378
H -2.67761 -2.30987 -3.98565 0.259
O -1.99581 -2.20575 -3.36593 -0.598
H -2.30115 2.49200 0.86586 0.419
H -0.82574 3.12436 0.70636 0.375
O -1.41387 2.57193 1.24954 -0.583
H -3.08035 0.21282 2.56263 0.356
H -3.77845 1.40731 3.07745 0.349
O -3.99233 0.51566 2.75261 -0.699
H 2.80061 1.57187 -0.63045 0.403
H 3.76979 0.68622 -0.85900 0.323
O 3.16853 1.25255 -1.48933 -0.801
H 4.24855 -1.19775 0.59706 0.273
H 2.77179 -1.00756 0.73248 0.301
O 3.41227 -1.33078 0.11854 -0.715
H 0.74241 4.58859 0.15206 0.285
H 0.89181 3.74780 -1.10645 0.266
O 0.72495 3.66614 -0.14143 -0.634
H -4.55302 1.44986 0.91536 0.322
H -3.29261 1.09451 -0.05730 0.785
O -3.78925 1.81576 0.44990 -0.767
H 1.54514 1.08187 3.94113 0.336
H 2.19279 2.34383 4.12762 0.281
O 2.31203 1.58276 3.52295 -0.653
H 2.57828 -0.26806 -2.17167 0.429
H 1.71586 -0.40241 -3.42848 0.269
O 2.22396 -0.90727 -2.80234 -0.624



70
Properties=species:S:1:pos:R:3:mulliken_charge:R:1 method="wB97M-V/def2-TZVPD" spin_multiplicity=1 total_charge=-1
Zn 0.48600 -0.37023 0.22118 -0.186
C -0.95432 5.03773 2.01312 -0.598
C -1.07031 5.83422 0.65296 0.457
O -0.12984 6.07769 -0.14782 -0.708
O -2.00025 6.69149 0.63944 -0.732
H -1.92039 4.64512 2.33040 0.252
H -0.48956 5.51458 2.87609 0.397
H -0.22374 4.23127 1.95019 -0.051
C 4.46922 -2.61575 -2.96517 -0.809
C 4.80817 -1.30552 -2.34464 0.581
O 5.98544 -1.07748 -2.08207 -0.756
O 4.05498 -0.35622 -2.20252 -0.767
H 4.30481 -3.28191 -2.11823 0.158
H 5.27853 -3.06170 -3.54331 0.310
H 3.59011 -2.70376 -3.60355 0.246
C -3.03379 -4.10487 -1.19805 -0.394
C -1.98797 -4.75611 -0.35600 0.489
O -1.15996 -4.12831 0.35835 -0.732
O -1.79505 -6.00826 -0.38986 -0.780
H -2.74946 -3.76388 -2.19353 0.150
H -3.41024 -3.22922 -0.66926 -0.123
H -3.90256 -4.75509 -1.09533 0.356
O -1.03067 1.45651 4.14076 -0.538
H -1.69680 1.41564 4.82694 0.246
H -0.73625 2.36729 4.14605 0.254
O -3.03017 1.74997 -0.16050 -0.510
H -3.72458 1.10519 -0.02526 0.189
H -3.46913 2.59648 -0.07709 0.251
O -0.25771 -1.39234 -3.72531 -0.599
H -1.10065 -0.95976 -3.58909 0.249
H -0.47593 -2.20484 -4.18187 0.261
O -1.26983 -1.25206 -0.10527 0.774
H -2.20126 -1.12048 0.07185 0.097
H -1.11162 -2.17070 0.11223 0.077
O 1.32151 -2.18865 0.76948 -0.196
H 1.01260 -2.91577 1.30996 0.222
H 2.27526 -2.22338 0.84284 0.190
O -2.37948 0.16089 -2.66712 -0.578
H -3.27336 0.44763 -2.85419 0.216
H -2.33333 0.12698 -1.71163 0.167
O -0.72319 1.83285 -4.39117 -0.626
H -0.99760 1.24477 -3.68755 0.360
H -1.50891 2.33693 -4.60277 0.275
O -0.16641 1.52006 -0.20536 0.486
H 0.33682 2.30618 -0.41751 0.187
H -1.07752 1.81339 -0.19688 -0.029
O 1.29119 -0.54380 -1.58653 0.361
H 0.84529 -0.63563 -2.42853 0.071
H 2.22129 -0.62578 -1.79731 0.151
O 2.26078 2.54271 2.96905 -0.679
H 2.58591 1.86067 3.55672 0.316
H 1.38514 2.74563 3.29813 0.268
O 1.32939 3.46091 -1.21652 -0.667
H 0.64918 3.55146 -1.88386 0.313
H 1.30995 4.29077 -0.73988 0.282
O 2.20058 0.76145 0.79377 -0.244
H 2.17841 1.43629 1.47225 0.229
H 3.12476 0.52243 0.72314 0.221
O 3.93508 -1.64281 1.41372 -0.590
H 3.94808 -1.91439 2.33149 0.263
H 4.40807 -2.33506 0.95188 0.296
O -0.12669 -0.31049 2.17660 0.036
H -0.59856 0.39514 2.61893 0.177
H -0.10165 -1.02103 2.81749 0.178
O -3.96730 -0.91251 0.56921 -0.596
H -4.85058 -1.15402 0.29042 0.244
H -3.85741 -1.34234 1.41738 0.240
O -0.08915 -2.20370 4.14015 -0.642
H 0.39611 -3.02731 4.18937 0.285
H -1.00946 -2.46531 4.16874 0.303



Result set for max |F|: 18.49 8.66 5.38 2.26 10.65 6.69 5.84 4.33 2.30 7.03 4.09 5.62 eV/Å, one per record in the order listed.
Result set for electronic energy: -1067.12742 -1263.11266 -690.44681 -3171.16793 -394.55182 -620.26297 -1266.26229 -456.01213 -1339.71031 -1305.82964 -1361.26522 -3687.92044 a.u., one per record in the order listed.